{
  "formula": "C2HF3I2",
  "method": "ωB97M-V/def2-TZVPD",
  "symbols": ["I", "I", "F", "F", "F", "C", "C", "H"],
  "positions_angstrom": [[-1.18, 0.94, 0.37], [2.03, 3.08, 0.42], [0.19, -1.23, -0.93], [-2.01, -1.30, -1.31], [1.86, 0.40, 1.20], [1.38, 1.09, 0.13], [-1.06, -1.13, -0.37], [-1.21, -1.85, 0.49]],
  "e_above_lowest_ev": 3.135,
  "total_energy_ev": -26440.0202
}

---

{
  "formula": "C32H62BN2O12PtS6",
  "method": "ωB97M-V/def2-TZVPD",
  "symbols": ["Pt", "S", "S", "S", "S", "S", "S", "O", "O", "O", "O", "O", "O", "O", "O", "O", "O", "O", "O", "N", "N", "C", "C", "C", "C", "C", "C", "C", "C", "C", "C", "C", "C", "C", "C", "C", "C", "C", "C", "C", "C", "C", "C", "C", "C", "C", "C", "C", "C", "C", "C", "C", "C", "B", "H", "H", "H", "H", "H", "H", "H", "H", "H", "H", "H", "H", "H", "H", "H", "H", "H", "H", "H", "H", "H", "H", "H", "H", "H", "H", "H", "H", "H", "H", "H", "H", "H", "H", "H", "H", "H", "H", "H", "H", "H", "H", "H", "H", "H", "H", "H", "H", "H", "H", "H", "H", "H", "H", "H", "H", "H", "H", "H", "H", "H", "H"],
  "positions_angstrom": [[-1.27, -1.95, -1.38], [0.02, -7.21, 1.96], [5.23, -3.19, -1.33], [-5.71, 1.60, -4.01], [0.42, -1.19, -7.11], [4.49, 5.47, 1.76], [-5.31, -1.16, 3.19], [-1.23, -7.89, 2.27], [-4.91, 0.56, -3.40], [-0.80, -1.47, -7.90], [3.88, -2.75, -1.74], [-5.05, 2.77, -4.57], [-6.69, -0.83, 2.85], [0.46, -1.35, -5.67], [5.31, -4.24, -0.33], [-4.28, -1.62, 2.16], [3.44, 4.54, 2.26], [-0.03, -5.97, 1.16], [5.49, 6.06, 2.66], [1.43, 0.76, 6.59], [-2.23, 5.55, 1.52], [-3.60, 6.89, 2.67], [3.76, 6.60, -0.72], [5.17, 5.94, -0.86], [-4.62, 0.31, 4.13], [0.95, 0.52, -7.57], [-5.29, -2.25, 4.66], [1.58, -0.50, 7.04], [7.34, -2.25, -2.84], [1.11, -7.14, 3.46], [1.87, -9.14, 2.29], [0.82, -0.70, 8.18], [0.20, 0.52, 8.35], [1.50, -8.58, 3.71], [3.63, 6.95, 0.79], [6.18, -1.69, -0.78], [-3.02, 6.28, 0.64], [-6.78, 0.92, -5.28], [5.18, 4.79, 0.14], [3.08, -0.77, -7.81], [6.79, -1.10, -2.06], [2.47, 0.57, -7.24], [-7.91, 0.47, -4.42], [-2.58, 5.96, 2.78], [1.05, -8.47, 1.16], [1.99, -1.86, -7.88], [-4.88, -1.44, 5.87], [-4.99, 0.06, 5.56], [-3.86, 7.09, 1.32], [0.55, 1.44, 7.41], [-7.08, 2.12, -2.82], [6.35, -3.54, -2.77], [-8.36, 1.61, -3.47], [-0.05, 0.93, -0.14], [3.02, 5.82, -0.88], [-8.75, 0.12, -5.02], [0.23, 0.73, -1.17], [-7.55, -0.38, -3.84], [3.05, 1.37, -7.68], [1.65, -2.07, -8.89], [0.14, 0.08, 0.48], [5.98, 6.62, -0.62], [-4.29, 0.60, 6.20], [6.92, -4.43, -2.49], [0.39, -9.18, 0.66], [2.69, 7.31, 1.20], [-2.93, 6.17, -0.43], [-0.51, 0.75, 9.13], [0.67, -9.16, 4.12], [2.34, -8.66, 4.40], [4.45, 4.09, -0.25], [8.32, -2.49, -2.41], [2.26, -2.82, -7.44], [-3.54, 0.32, 4.02], [-7.16, 1.68, -5.96], [1.95, -6.50, 3.20], [5.33, 5.60, -1.89], [-4.62, -3.11, 4.58], [-2.10, 5.49, 3.63], [2.67, 0.53, -6.16], [6.13, 4.33, 0.41], [7.48, -0.26, -1.90], [-1.10, 1.17, -0.09], [7.50, -2.03, -3.90], [-8.86, 2.41, -4.02], [-6.34, 0.20, -5.97], [6.05, -0.57, -2.67], [1.68, -7.84, 0.53], [-5.95, 0.53, 5.79], [-6.91, 1.40, -2.01], [-4.53, 7.77, 0.82], [2.33, -1.07, 6.52], [3.95, -1.11, -7.25], [0.84, 0.58, -8.65], [0.36, 1.25, -7.01], [-5.05, 1.14, 3.57], [-7.03, 3.14, -2.45], [2.96, -9.08, 2.27], [5.73, -3.83, -3.62], [1.66, -10.21, 2.31], [-6.32, -2.57, 4.81], [6.97, -2.02, -0.10], [0.51, 1.75, 0.29], [1.78, 1.24, 5.77], [3.52, -0.54, -8.78], [-1.63, 4.76, 1.32], [0.75, -1.64, 8.71], [3.58, 7.42, -1.41], [5.51, -1.04, -0.22], [4.29, 7.82, 0.80], [-5.54, -1.57, 6.73], [-3.85, -1.70, 6.11], [-9.07, 1.34, -2.69], [0.24, 2.47, 7.33], [0.65, -6.56, 4.26], [-4.10, 7.41, 3.47]],
  "s2": 2.02,
  "e_above_lowest_ev": 9.702,
  "total_charge": 1,
  "total_energy_ev": -130651.6255,
  "spin_multiplicity": 3
}

---

{
  "formula": "C2H10NO3",
  "method": "ωB97M-V/def2-TZVPD",
  "symbols": ["O", "O", "O", "N", "C", "C", "H", "H", "H", "H", "H", "H", "H", "H", "H", "H"],
  "positions_angstrom": [[-0.70, -1.95, -1.27], [-0.03, -0.76, 0.89], [1.24, -0.33, 3.14], [0.21, 1.25, -0.41], [-0.50, 0.47, 0.59], [0.02, 0.73, -1.78], [0.09, 1.51, -2.61], [0.71, -0.66, 2.32], [0.73, -0.10, -1.99], [-0.15, -2.70, -1.39], [0.94, 0.55, 3.13], [-1.57, 0.41, 0.23], [-0.48, -1.44, -0.44], [1.14, 1.65, -0.20], [-1.02, 0.35, -1.73], [-0.63, 1.02, 1.54]],
  "e_above_lowest_ev": 0.804,
  "total_charge": -1,
  "total_energy_ev": -9868.9672
}

---

{
  "formula": "C32H58F4O10",
  "method": "ωB97M-V/def2-TZVPD",
  "symbols": ["F", "F", "F", "F", "O", "O", "O", "O", "O", "O", "O", "O", "O", "O", "C", "C", "C", "C", "C", "C", "C", "C", "C", "C", "C", "C", "C", "C", "C", "C", "C", "C", "C", "C", "C", "C", "C", "C", "C", "C", "C", "C", "C", "C", "C", "C", "H", "H", "H", "H", "H", "H", "H", "H", "H", "H", "H", "H", "H", "H", "H", "H", "H", "H", "H", "H", "H", "H", "H", "H", "H", "H", "H", "H", "H", "H", "H", "H", "H", "H", "H", "H", "H", "H", "H", "H", "H", "H", "H", "H", "H", "H", "H", "H", "H", "H", "H", "H", "H", "H", "H", "H", "H", "H"],
  "positions_angstrom": [[-0.75, -0.96, 3.09], [-2.55, 1.24, -0.90], [-1.60, -2.46, 1.76], [0.55, -2.39, 2.15], [1.12, 3.11, -4.11], [-2.97, 6.56, 2.92], [2.07, 0.72, -1.42], [-0.10, -5.43, -0.21], [0.86, -0.04, 1.01], [1.02, 5.38, 0.34], [3.85, -0.56, -0.80], [3.39, -8.55, 2.17], [-4.99, -0.78, -2.14], [1.94, -1.51, -1.63], [0.77, 0.42, -1.95], [2.64, 4.59, -5.17], [1.31, 7.68, -0.17], [3.57, -8.45, 3.58], [-2.28, 5.36, 4.84], [4.66, -8.66, 1.53], [-0.34, -0.72, 0.76], [2.53, 6.91, -0.66], [-6.44, -1.32, -0.36], [1.42, 5.38, -4.69], [-0.33, 1.42, -1.66], [-5.12, -1.66, -1.03], [2.52, 3.32, -4.35], [0.39, 4.28, -4.49], [-0.56, -1.65, 1.95], [0.60, -1.06, -1.63], [-2.70, 5.21, 2.52], [2.42, 5.61, 0.13], [-7.28, -0.85, -1.55], [0.28, -5.12, 1.14], [1.09, -7.29, 0.65], [2.73, -0.44, -1.24], [0.59, -6.45, 1.82], [-1.74, 0.92, -1.97], [5.02, -8.80, 3.86], [-1.81, 4.61, 3.60], [-0.29, -1.58, -0.51], [5.70, -8.31, 2.58], [0.20, -6.80, -0.49], [-6.23, -0.12, -2.38], [0.29, 6.56, -0.01], [-2.56, 6.75, 4.27], [-1.66, 7.37, 4.28], [5.40, -8.33, 4.77], [-2.12, 1.42, -2.85], [-4.27, -1.53, -0.36], [5.85, -7.23, 2.63], [-6.31, -0.50, 0.35], [0.69, -6.87, -1.46], [2.54, 4.37, -6.24], [-3.21, 4.92, 5.22], [0.10, -2.56, -0.24], [3.34, -7.42, 3.89], [1.31, -6.35, 2.63], [0.91, 0.44, -3.03], [1.17, -4.49, 1.10], [0.69, 0.90, 0.91], [3.58, 5.10, -5.02], [-0.16, 4.07, -5.41], [1.65, 5.85, -3.73], [-1.91, 3.53, 3.67], [4.79, -9.68, 1.17], [-1.56, 5.38, 5.65], [0.98, 8.46, -0.85], [1.53, 8.14, 0.80], [-0.52, -4.58, 1.63], [2.44, 6.70, -1.73], [2.13, -7.05, 0.44], [-1.29, -1.77, -0.85], [4.69, -7.98, 0.67], [-0.33, 4.52, -3.70], [5.14, -9.88, 3.96], [-0.33, -6.89, 2.22], [3.02, 3.43, -3.38], [-1.79, -0.14, -2.16], [-6.45, -0.14, -3.45], [-0.76, 4.85, 3.40], [-0.45, 6.77, 0.77], [1.02, -8.36, 0.82], [-3.65, 4.68, 2.45], [3.48, 7.42, -0.49], [2.85, 4.75, -0.39], [-6.88, -2.17, 0.17], [2.87, -9.12, 4.08], [-7.66, -1.71, -2.10], [-0.24, 6.37, -0.95], [-2.22, 5.21, 1.54], [-6.14, 0.93, -2.07], [0.16, -1.47, -2.53], [-1.21, -0.07, 0.73], [1.09, 6.15, -5.38], [2.94, 2.44, -4.85], [-0.74, -7.36, -0.53], [6.67, -8.78, 2.39], [-5.12, -2.69, -1.40], [-0.14, 2.27, -2.30], [-0.28, 1.81, -0.65], [-3.35, 7.28, 4.81], [-8.12, -0.21, -1.27], [2.91, 5.69, 1.11]],
  "e_above_lowest_ev": 0.000,
  "total_energy_ev": -65467.3502
}

---

{
  "formula": "C2H35O16",
  "method": "ωB97M-V/def2-TZVPD",
  "symbols": ["O", "O", "O", "O", "O", "O", "O", "O", "O", "O", "O", "O", "O", "O", "O", "O", "C", "C", "H", "H", "H", "H", "H", "H", "H", "H", "H", "H", "H", "H", "H", "H", "H", "H", "H", "H", "H", "H", "H", "H", "H", "H", "H", "H", "H", "H", "H", "H", "H", "H", "H", "H", "H"],
  "positions_angstrom": [[-1.80, -2.74, -0.13], [0.94, -3.33, -2.87], [3.68, 2.51, 1.06], [-2.04, -2.05, -3.20], [-0.40, 0.05, 1.31], [2.00, 3.09, -2.21], [-2.89, 0.51, -2.78], [-2.46, -1.83, 2.53], [0.94, -2.56, 2.11], [-2.34, 1.32, 3.02], [-2.68, 3.09, -0.42], [-0.51, 2.68, -3.47], [-2.91, 0.18, -0.24], [4.13, -0.17, 1.59], [2.88, -3.61, 0.35], [0.99, 1.52, 3.59], [0.59, 0.55, 0.46], [0.74, -0.07, -0.90], [-2.10, -2.47, 3.15], [2.88, -3.17, -0.49], [4.87, -0.68, 1.26], [1.60, 0.47, 0.88], [-1.29, 2.66, -2.91], [1.33, 0.71, 3.95], [2.09, -3.30, 0.79], [-1.76, 3.34, -0.48], [-2.03, 0.27, 0.12], [-1.61, 1.04, 2.47], [4.05, -0.42, 2.51], [0.49, 1.25, 2.82], [-2.41, 2.26, 2.86], [-2.76, -2.68, -0.12], [2.90, 2.83, -2.40], [1.39, 0.57, -1.50], [-1.51, -1.88, 0.17], [0.61, -1.71, 1.80], [-3.49, 0.51, 0.44], [0.53, 1.64, 0.44], [-3.79, 0.72, -3.03], [-2.30, -1.14, -3.07], [-0.20, 0.10, -1.43], [0.22, 2.70, -2.86], [1.95, 4.01, -2.48], [0.65, -3.26, -1.96], [-2.68, 2.14, -0.38], [-2.23, -2.47, -2.36], [1.33, -2.37, 2.96], [4.10, 2.83, 1.86], [1.00, -1.12, -1.00], [0.15, -3.19, -3.39], [-2.91, 0.49, -1.83], [-1.69, -1.33, 2.24], [3.74, 1.55, 1.14]],
  "s2": 0.75,
  "e_above_lowest_ev": 0.000,
  "total_energy_ev": -35399.7343,
  "spin_multiplicity": 2
}

---

{
  "formula": "C4H10NO",
  "method": "ωB97M-V/def2-TZVPD",
  "symbols": ["O", "N", "C", "C", "C", "C", "H", "H", "H", "H", "H", "H", "H", "H", "H", "H"],
  "positions_angstrom": [[2.01, -0.60, 0.62], [-1.40, -0.68, -0.62], [1.73, -0.34, -0.70], [-0.47, -0.99, 0.51], [0.74, 1.45, 0.84], [0.80, -0.03, 0.39], [2.44, 0.49, -1.04], [0.41, 1.50, 1.89], [-0.19, -1.94, 0.62], [0.09, 2.01, 0.27], [-1.00, -0.63, 1.49], [-0.93, -0.92, -1.50], [-1.74, 0.32, -0.65], [-2.19, -1.36, -0.57], [1.57, -1.28, -1.20], [1.69, 1.82, 0.79]],
  "e_above_lowest_ev": 2.551,
  "total_charge": 1,
  "total_energy_ev": -7838.7659
}

---

{
  "formula": "C28H75N3O12",
  "method": "ωB97M-V/def2-TZVPD",
  "symbols": ["O", "O", "O", "O", "O", "O", "O", "O", "O", "O", "O", "O", "N", "N", "N", "C", "C", "C", "C", "C", "C", "C", "C", "C", "C", "C", "C", "C", "C", "C", "C", "C", "C", "C", "C", "C", "C", "C", "C", "C", "C", "C", "C", "H", "H", "H", "H", "H", "H", "H", "H", "H", "H", "H", "H", "H", "H", "H", "H", "H", "H", "H", "H", "H", "H", "H", "H", "H", "H", "H", "H", "H", "H", "H", "H", "H", "H", "H", "H", "H", "H", "H", "H", "H", "H", "H", "H", "H", "H", "H", "H", "H", "H", "H", "H", "H", "H", "H", "H", "H", "H", "H", "H", "H", "H", "H", "H", "H", "H", "H", "H", "H", "H", "H", "H", "H", "H", "H"],
  "positions_angstrom": [[8.16, 3.57, 2.83], [-2.33, 7.32, 1.00], [-2.69, -4.76, -4.39], [-2.15, -0.39, 1.60], [4.00, 1.86, -1.86], [-0.06, -1.04, -0.13], [1.13, -2.65, -3.76], [-0.79, 3.30, 1.74], [-3.05, 0.96, -1.88], [3.43, -0.51, 2.71], [1.86, -2.60, -1.07], [-5.09, -2.98, 2.01], [-2.01, 4.11, -0.57], [5.10, 1.67, 3.61], [-3.58, -3.25, -1.26], [-3.03, -4.35, -2.03], [-4.71, -2.73, 0.90], [2.66, 1.96, -2.23], [-2.13, 1.79, -1.18], [-2.65, -0.38, -1.99], [-1.91, 6.34, 0.38], [9.05, 2.72, 2.11], [-0.42, -2.37, -0.46], [0.15, 2.25, 1.92], [6.53, 2.02, 3.70], [-2.96, 3.14, -1.18], [-1.64, 8.56, 0.86], [-2.08, -0.74, 3.00], [0.93, 2.14, 0.74], [-4.17, -3.79, -0.06], [3.40, -0.06, 3.83], [2.25, -1.18, 2.28], [4.77, 0.42, 4.29], [-6.25, -3.86, 2.03], [-2.68, -4.20, -5.75], [1.00, -3.94, -4.37], [6.78, 3.19, 2.78], [-2.67, -3.74, -3.37], [0.98, -3.80, -5.80], [-2.80, 5.20, 0.03], [-1.52, -2.06, 3.09], [0.77, -3.16, -0.34], [2.00, 0.68, -2.11], [-2.05, 9.34, 1.51], [6.42, 3.01, 1.80], [-2.22, -2.81, 2.68], [2.56, 2.35, -3.25], [-0.60, 8.38, 1.14], [2.64, 0.76, 3.95], [0.12, -4.40, -4.08], [-2.72, -0.96, -1.07], [1.08, -3.37, 0.70], [-5.45, -2.13, 0.44], [0.46, 1.87, -0.16], [1.71, 1.43, 0.93], [0.95, 0.72, -2.40], [-2.89, 0.23, 1.46], [-0.60, -2.27, 2.53], [-1.99, 1.36, -0.17], [-1.25, -2.60, 0.27], [-0.81, -0.64, 0.32], [-2.84, -4.93, -6.53], [2.12, 0.37, -1.04], [0.70, 2.44, 2.84], [-3.62, 5.55, -0.59], [4.64, 0.48, 5.41], [-3.23, 4.82, 0.96], [-1.50, 3.79, 0.29], [-1.19, 1.83, -1.67], [1.91, -3.42, -6.19], [-3.38, -4.30, 0.47], [-3.84, 3.12, -0.56], [-6.07, -4.84, 1.60], [-2.21, -4.88, -1.56], [0.59, -4.69, -6.26], [-7.11, -3.42, 1.48], [-3.91, -2.03, 1.05], [1.36, -0.53, 2.14], [2.43, -1.74, 1.34], [1.23, -2.90, -2.85], [5.01, 1.52, 2.60], [-3.73, -5.15, -2.21], [2.18, 2.70, -1.62], [-4.94, -4.48, -0.27], [-3.22, 3.48, -2.16], [1.40, 3.11, 0.45], [1.78, -4.69, -4.08], [-1.72, -3.17, -3.34], [-3.13, -0.66, 3.39], [-3.35, -0.90, -2.70], [-1.58, 6.70, -0.57], [6.82, 2.17, 4.72], [-4.41, -2.94, -1.79], [-1.52, -0.07, 3.59], [-0.32, 1.29, 2.16], [1.89, -1.96, 2.94], [6.19, 4.04, 3.17], [-1.28, 3.58, 2.51], [-0.90, -2.44, -1.45], [0.37, -2.93, -6.15], [8.75, 2.71, 1.08], [-1.36, -2.34, 4.12], [-1.65, -0.44, -2.35], [-6.61, -3.98, 3.06], [4.05, 1.59, -0.90], [3.12, -0.87, 4.52], [1.77, -1.64, -0.99], [10.00, 3.15, 2.19], [-1.66, 8.86, -0.15], [5.46, -0.42, 3.97], [-3.38, -3.00, -3.57], [-3.44, -3.39, -5.82], [-0.97, 5.97, 0.79], [0.46, -4.08, -0.77], [7.10, 1.13, 3.31], [-1.71, -3.76, -5.96], [9.05, 1.70, 2.39], [2.44, -0.08, -2.70]],
  "e_above_lowest_ev": 0.962,
  "total_energy_ev": -59281.0095
}

---

{
  "formula": "C3H4ClP",
  "method": "ωB97M-V/def2-TZVPD",
  "symbols": ["Cl", "P", "C", "C", "C", "H", "H", "H", "H"],
  "positions_angstrom": [[-3.03, 0.73, 0.30], [-2.83, -0.79, 1.43], [0.04, 1.42, -0.72], [1.28, -0.75, 0.05], [0.51, 0.36, -0.37], [1.00, -1.06, 1.00], [1.02, -1.67, -0.56], [-0.38, 2.27, -1.15], [2.40, -0.50, 0.04]],
  "e_above_lowest_ev": 2.625,
  "total_energy_ev": -24982.9771
}